# C23H38Cl14O3S

A 8-piece molecular cluster, C23H38Cl14O3S overall (wB97M-V/def2-TZVPD, the Open Molecules 2025 dataset).

Each line ends with the Löwdin charge.
Cartesian coordinates (Å):
O  -0.80  -2.30  0.43  0.114
C  -0.91  -2.12  -0.76  -0.308
C  -1.40  -3.19  -1.65  0.023
C  -1.69  -2.92  -2.92  0.009
C  -1.55  -1.54  -3.46  -0.323
O  -2.03  -1.28  -4.55  0.093
C  -0.86  -0.50  -2.65  -0.066
C  -0.58  0.81  -3.33  -0.139
C  0.81  1.43  -3.04  -0.250
C  1.62  1.71  -4.31  -0.535
S  0.71  2.74  -5.50  0.708
C  -0.58  -0.79  -1.37  -0.190
O  -0.06  0.14  -0.53  0.055
H  -1.51  -4.18  -1.24  0.109
H  -2.05  -3.66  -3.61  0.079
H  -1.39  1.51  -3.11  0.135
H  -0.66  0.63  -4.40  0.082
H  1.39  0.72  -2.45  0.104
H  0.69  2.35  -2.46  0.102
H  2.51  2.26  -4.01  0.064
H  1.96  0.78  -4.76  0.079
H  1.02  2.09  -6.63  -0.145
H  0.80  -0.17  -0.20  0.056
Cl  -2.75  -6.24  -3.13  0.570
C  -4.31  -5.38  -2.99  -0.698
C  -5.47  -6.32  -2.82  -0.669
Cl  -5.77  -7.28  -4.30  0.544
H  -4.41  -4.77  -3.88  0.018
H  -4.24  -4.72  -2.12  0.069
H  -6.38  -5.75  -2.62  0.051
H  -5.30  -7.02  -2.00  0.070
Cl  1.41  -3.46  2.98  0.562
C  2.48  -2.10  3.38  -0.693
C  2.32  -0.96  2.41  -0.663
Cl  2.95  -1.38  0.78  0.567
H  3.50  -2.46  3.42  0.064
H  2.20  -1.75  4.38  0.010
H  2.89  -0.10  2.75  0.007
H  1.28  -0.68  2.30  0.063
Cl  1.80  2.57  1.90  0.568
C  2.68  3.76  2.91  -0.652
C  4.05  3.28  3.31  -0.642
Cl  3.97  1.92  4.46  0.547
H  2.07  3.98  3.78  0.021
H  2.77  4.67  2.31  0.075
H  4.58  4.08  3.81  0.075
H  4.62  2.95  2.45  0.069
Cl  -1.22  7.13  -6.12  0.537
C  0.36  7.58  -5.41  -0.665
C  1.15  6.37  -4.99  -0.673
Cl  0.41  5.54  -3.59  0.529
H  0.17  8.24  -4.58  0.065
H  0.91  8.12  -6.18  0.072
H  2.15  6.68  -4.68  0.074
H  1.24  5.64  -5.79  0.031
Cl  1.66  4.37  6.58  0.548
C  0.70  2.93  7.02  -0.647
C  1.24  2.25  8.25  -0.654
Cl  2.82  1.49  7.95  0.526
H  0.70  2.26  6.17  0.067
H  -0.31  3.27  7.21  0.074
H  0.56  1.46  8.56  0.075
H  1.36  2.95  9.08  0.068
Cl  3.58  -1.75  6.55  0.572
C  4.29  -2.40  8.05  -0.646
C  3.55  -3.61  8.55  -0.662
Cl  1.92  -3.20  9.14  0.538
H  4.30  -1.60  8.79  0.063
H  5.32  -2.66  7.82  0.074
H  4.10  -4.05  9.39  0.073
H  3.45  -4.36  7.77  0.068
Cl  -7.59  -1.33  -6.42  0.539
C  -6.04  -1.03  -5.59  -0.659
C  -5.43  -2.29  -5.04  -0.635
Cl  -6.39  -2.96  -3.68  0.586
H  -6.21  -0.30  -4.80  0.069
H  -5.36  -0.60  -6.32  0.077
H  -4.43  -2.08  -4.66  0.050
H  -5.36  -3.06  -5.80  0.076

**SMILES string**: O=C1C=CC(=O)C(CCCS)=C1O.ClCCCl.ClCCCl.ClCCCl.ClCCCl.ClCCCl.ClCCCl.ClCCCl
**2S+1**: 1
**Orbital gap**: 7.814 eV



# CH4FPS2

A 2-piece molecular cluster, CH4FPS2 overall in a non-equilibrium geometry (wB97M-V/def2-TZVPD, the Open Molecules 2025 dataset).

Each line ends with the natural charge from an NBO analysis.
Cartesian coordinates (Å):
C  1.62  0.52  -0.37  -0.542
F  -0.95  -1.89  -0.12  -0.583
P  -0.60  -0.41  0.59  1.132
S  -0.80  -0.53  2.52  -0.459
S  -2.18  0.74  -0.38  -0.289
H  1.94  0.08  -1.21  0.182
H  1.52  1.57  -0.46  0.202
H  2.26  0.18  0.38  0.195
H  -2.82  -0.26  -0.95  0.162

**2S+1**: 1
**Relative energy (zero: lowest compared OMol25 entry of this formula, charge and spin)**: 61.9 kcal per mole
**Orbital gap**: 7.814 eV



# C28H26N4O7

One molecule with the formula C28H26N4O7 in a non-equilibrium geometry (wB97M-V/def2-TZVPD, the Open Molecules 2025 dataset).

Each line ends with the natural charge from an NBO analysis.
Cartesian coordinates (Å):
O  -1.76  -4.38  -1.73  -0.367
N  -0.57  -4.66  -1.46  0.506
O  0.09  -5.53  -2.08  -0.398
C  0.10  -3.98  -0.40  -0.008
C  1.43  -4.35  -0.12  -0.162
C  2.12  -3.65  0.85  -0.227
C  1.51  -2.61  1.57  -0.146
C  0.16  -2.28  1.33  -0.073
C  -0.54  -1.31  2.26  -0.049
N  -1.37  -2.33  3.24  0.525
O  -0.99  -2.39  4.41  -0.367
O  -2.33  -2.95  2.75  -0.396
C  -0.54  -2.96  0.34  -0.050
H  1.87  -5.15  -0.70  0.250
H  3.15  -3.93  1.07  0.219
H  2.06  -2.05  2.33  0.216
H  0.18  -0.86  2.97  0.230
H  -1.58  -2.72  0.11  0.250
C  -2.08  3.18  -2.63  -0.251
O  -0.85  2.53  -2.25  -0.502
C  -0.26  1.71  -3.15  0.342
C  -0.88  1.15  -4.29  -0.318
C  -0.15  0.27  -5.08  -0.150
C  1.16  -0.09  -4.78  -0.327
C  1.76  0.46  -3.62  0.336
O  2.94  0.07  -3.07  -0.499
C  3.57  -1.12  -3.60  -0.252
C  1.07  1.40  -2.87  0.079
N  1.66  1.88  -1.66  -0.311
C  1.15  1.70  -0.41  0.427
C  0.20  0.61  -0.11  0.351
C  -0.66  0.82  1.00  -0.475
C  -1.40  -0.25  1.74  -0.340
C  -2.15  0.40  2.95  0.091
C  -3.23  -0.29  3.54  -0.239
C  -3.80  0.17  4.73  -0.204
C  -3.36  1.39  5.29  -0.219
C  -2.36  2.12  4.65  -0.215
C  -1.73  1.59  3.51  -0.250
O  0.21  -0.37  -0.89  -0.708
N  1.90  2.46  0.43  -0.306
C  1.69  2.66  1.85  -0.409
C  2.88  3.13  -0.31  -0.070
C  2.75  2.73  -1.59  -0.028
H  -2.32  3.84  -1.80  0.205
H  -1.95  3.77  -3.56  0.183
H  -2.88  2.44  -2.78  0.188
H  -1.91  1.42  -4.53  0.225
H  -0.63  -0.17  -5.96  0.223
H  1.71  -0.80  -5.39  0.227
H  4.46  -1.25  -2.98  0.204
H  2.91  -1.99  -3.50  0.198
H  3.85  -0.98  -4.65  0.178
H  -1.05  1.84  1.03  0.205
H  -2.15  -0.69  1.05  0.221
H  -3.63  -1.18  3.07  0.232
H  -4.57  -0.42  5.22  0.217
H  -3.80  1.75  6.23  0.213
H  -2.04  3.09  5.03  0.208
H  -0.88  2.13  3.07  0.211
H  2.63  3.04  2.29  0.209
H  0.90  3.40  2.03  0.216
H  1.41  1.72  2.34  0.255
H  3.58  3.80  0.16  0.234
H  3.32  2.98  -2.47  0.244

**2S+1**: 1
**Relative energy (zero: lowest compared OMol25 entry of this formula, charge and spin)**: 0.0 kcal per mole
**Orbital gap**: 6.478 eV



# C6H11NO

C6H11NO as an isolated structure in a non-equilibrium geometry (wB97M-V/def2-TZVPD, the Open Molecules 2025 dataset).

Each line ends with the natural charge from an NBO analysis.
Cartesian coordinates (Å):
C  0.21  0.81  -1.00  -0.235
C  -0.60  -1.11  1.94  -0.261
C  -1.12  0.61  -0.54  0.409
N  0.50  0.49  -2.39  -0.810
C  0.99  -0.19  0.08  0.023
C  -2.42  0.69  -0.56  -0.477
C  2.21  0.16  0.62  -0.695
O  -0.33  -0.02  1.05  -0.556
H  0.55  1.82  -0.77  0.232
H  0.13  -0.43  -2.62  0.354
H  1.51  0.43  -2.48  0.375
H  0.94  -1.20  -0.33  0.183
H  -1.53  -0.89  2.45  0.189
H  0.20  -1.19  2.67  0.215
H  -0.69  -2.06  1.39  0.172
H  -3.05  0.24  0.20  0.242
H  -2.92  1.23  -1.36  0.247
H  3.04  -0.53  0.61  0.204
H  2.38  1.15  1.04  0.190

**2S+1**: 1
**Relative energy (zero: lowest compared OMol25 entry of this formula, charge and spin)**: 150.0 kcal per mole
**Orbital gap (alpha / beta)**: 7.092 / 7.091 eV



# C22H50Cl10N2

A 7-piece molecular cluster, C22H50Cl10N2 overall in a non-equilibrium geometry (wB97M-V/def2-TZVPD, the Open Molecules 2025 dataset).

Each line ends with the Löwdin charge.
Cartesian coordinates (Å):
C  3.07  3.53  -3.33  -0.106
C  1.64  3.79  -3.70  -0.249
N  0.74  4.20  -2.55  -0.198
C  0.89  5.38  -1.79  -0.309
C  1.69  6.48  -2.37  -0.082
C  -0.53  4.18  -3.12  -0.307
C  -1.74  4.00  -2.11  -0.038
H  3.31  2.74  -2.48  0.103
H  3.53  4.39  -2.90  0.050
H  3.39  3.06  -4.24  0.070
H  1.21  2.78  -4.22  0.153
H  1.74  4.60  -4.48  0.121
H  1.69  4.97  -1.10  0.057
H  0.20  5.63  -1.00  0.118
H  2.15  6.55  -3.26  0.030
H  2.32  6.78  -1.47  0.119
H  0.91  7.19  -2.56  0.066
H  -0.65  3.41  -3.95  0.108
H  -0.65  5.12  -3.87  0.149
H  -1.91  4.62  -1.47  -0.055
H  -1.42  3.09  -1.51  0.064
H  -2.69  3.86  -2.72  0.100
C  -4.36  -4.55  -0.68  -0.078
C  -3.08  -5.31  -0.97  -0.268
N  -2.03  -5.04  -0.02  -0.221
C  -1.22  -6.06  0.33  -0.381
C  -0.84  -7.05  -0.65  -0.108
C  -1.31  -3.73  -0.36  -0.173
C  -0.93  -3.09  0.96  -0.106
H  -4.86  -4.88  -1.48  0.020
H  -4.20  -3.49  -0.66  0.041
H  -4.80  -4.80  0.34  0.110
H  -2.64  -4.89  -1.92  0.125
H  -3.37  -6.39  -1.00  0.129
H  -1.95  -6.51  1.04  0.127
H  -0.32  -5.85  1.09  0.163
H  -1.58  -7.40  -1.29  0.041
H  -0.40  -7.86  0.01  0.106
H  0.03  -6.70  -1.21  0.083
H  -2.04  -2.95  -1.15  0.185
H  -0.57  -3.85  -1.01  0.036
H  0.02  -3.64  1.52  0.116
H  -1.70  -3.11  1.63  0.039
H  -0.61  -2.22  0.71  -0.057
Cl  -3.34  0.71  -0.95  0.577
C  -3.28  -0.27  0.55  -0.642
C  -4.47  -0.06  1.44  -0.749
Cl  -4.52  -1.16  2.73  0.635
H  -2.41  0.09  0.83  -0.040
H  -3.32  -1.30  -0.01  0.084
H  -5.27  -0.25  0.81  0.033
H  -4.46  1.06  1.77  0.126
Cl  1.61  -1.71  2.92  0.553
C  0.14  -0.87  3.60  -0.640
C  0.14  -0.59  5.12  -0.713
Cl  1.25  0.58  5.54  0.623
H  -0.56  -1.59  3.69  0.022
H  -0.14  -0.08  3.00  -0.084
H  0.62  -1.47  5.81  0.119
H  -0.79  -0.09  5.56  0.095
Cl  1.27  3.72  1.10  0.700
C  0.92  2.83  2.60  -0.758
C  0.68  3.66  3.76  -0.696
Cl  2.21  4.15  4.55  0.546
H  1.74  2.26  2.77  -0.002
H  0.07  2.04  2.44  0.024
H  0.00  3.15  4.56  0.091
H  0.09  4.58  3.48  0.079
Cl  5.08  -0.77  -1.19  0.519
C  4.18  -1.59  0.15  -0.723
C  5.05  -2.56  0.97  -0.699
Cl  5.54  -4.01  0.10  0.545
H  3.35  -2.20  -0.38  0.000
H  3.69  -0.83  0.68  0.010
H  4.43  -2.86  1.95  0.108
H  5.98  -1.93  1.23  0.085
Cl  0.45  0.50  1.22  0.676
C  0.53  1.26  -0.44  -0.524
C  1.61  0.59  -1.32  -0.597
Cl  1.63  -1.16  -1.23  0.661
H  0.54  2.29  -0.36  -0.063
H  -0.47  1.14  -0.77  0.012
H  2.59  0.88  -0.98  0.036
H  1.50  0.95  -2.34  0.074

**SMILES string**: CCN(CC)CC.CCN(CC)CC.ClCCCl.ClCCCl.ClCCCl.ClCCCl.ClCCCl
**2S+1**: 1
**Relative energy (zero: lowest compared OMol25 entry of this formula, charge and spin)**: 242.5 kcal per mole
**Orbital gap**: 8.042 eV



| no. | calculated total energy (eV) |
| --- | --- |
| 1 | -216760.0251 |
| 2 | -34777.7435 |
| 3 | -49742.5148 |
| 4 | -9931.9498 |
| 5 | -151818.0374 |